Entry 1:
The following is a DFT calculation (wB97M-V/def2-TZVPD) of a 3-piece molecular cluster, H4N4O2 overall at a distorted geometry.

## Properties
**Gap between HOMO and LUMO (alpha / beta)**: 5.0 / 5.0 eV

The geometry in ORCA input format:
```
! wB97M-V def2-TZVPD RIJCOSX def2/J DEFGRID3
* xyz -2 1
N -12.699 1.335 -1.606
N 4.328 -0.664 1.706
N 6.078 -0.314 -0.534
N 5.447 -1.193 0.039
O 6.182 0.865 -0.197
O 5.189 -2.382 -0.294
H -12.174 2.170 -2.114
H -11.972 1.050 -0.910
H 4.997 -1.149 2.288
H 4.623 0.282 1.622
*
```

Entry 2:
The following is a DFT calculation (wB97M-V/def2-TZVPD) of a 2-piece molecular cluster, C6H9N2O2 overall at a distorted geometry.

## Properties
**Expectation value of S²**: 0.76
**Gap between HOMO and LUMO (alpha / beta)**: 8.7 / 4.7 eV

The geometry in ORCA input format:
```
! wB97M-V def2-TZVPD RIJCOSX def2/J DEFGRID3
* xyz 0 2
C -2.112 1.958 1.950
C 1.088 0.529 1.804
C -0.476 0.665 0.314
C -0.883 1.309 1.537
N 0.656 0.040 0.571
N 0.142 1.181 2.424
H 1.331 -0.384 -0.252
H 2.104 0.425 2.150
H -0.871 0.644 -0.687
H -2.302 1.492 2.928
H -2.921 1.609 1.307
H -2.016 3.038 2.066
C 0.265 -2.010 -2.415
C 1.729 -1.584 -2.157
O 1.832 -0.428 -1.544
O 2.685 -2.221 -2.569
H -0.452 -1.507 -1.776
H 0.211 -3.089 -2.250
H -0.011 -1.669 -3.401
*
```

Number 1: DFT total energy -10112.8687 eV. Number 2: DFT total energy -13440.7800 eV.